The following is a DFT calculation (ωB97M-V/def2-TZVPD) of a molecular structure, C44H43BrN8O5PSTi.

Calculated values
**Net charge**: +1
**Strongest force on any atom**: 0.96 eV/A
**Total energy**: -181760.277 eV

Atoms and positions in Å:
Ti1 -0.934 1.081 0.717
N1 -1.065 2.951 2.110
C1 -0.950 4.184 1.359
C2 -0.879 5.412 1.958
C3 -0.770 6.588 1.191
C4 -0.737 6.522 -0.172
C5 -0.819 5.270 -0.823
C6 -0.807 5.136 -2.231
C7 -0.897 3.897 -2.794
C8 -1.007 2.774 -1.953
N2 -1.025 2.859 -0.638
C9 -0.915 4.092 -0.054
H1 -1.775 3.036 2.829
H2 -0.187 2.752 2.583
H3 -0.900 5.478 3.040
H4 -0.708 7.543 1.696
H5 -0.650 7.420 -0.771
H6 -0.723 6.027 -2.842
H7 -0.886 3.755 -3.866
H8 -1.059 1.781 -2.377
O1 1.044 1.682 0.849
C10 0.676 0.690 1.596
C11 1.301 0.123 2.778
C12 2.567 0.365 3.296
C13 2.936 -0.271 4.477
C14 2.063 -1.131 5.129
C15 0.795 -1.380 4.603
C16 0.428 -0.753 3.430
P1 -1.102 -0.889 2.442
C17 -2.416 -1.181 3.684
C18 -2.613 -2.400 4.334
C19 -3.605 -2.531 5.295
C20 -4.413 -1.448 5.619
C21 -4.228 -0.231 4.980
C22 -3.236 -0.103 4.016
C23 -0.903 -2.553 1.690
C24 -2.014 -3.265 1.234
C25 -1.859 -4.471 0.564
C26 -0.590 -4.988 0.346
C27 0.521 -4.295 0.807
C28 0.367 -3.085 1.470
H9 3.247 1.036 2.785
H10 3.918 -0.092 4.897
H11 2.366 -1.608 6.052
H12 0.114 -2.049 5.116
H13 -1.995 -3.253 4.079
H14 -3.749 -3.481 5.793
H15 -5.187 -1.555 6.368
H16 -4.857 0.615 5.230
H17 -3.093 0.847 3.509
H18 -3.015 -2.900 1.436
H19 -2.732 -5.014 0.224
H20 -0.469 -5.934 -0.167
H21 1.515 -4.698 0.658
H22 1.243 -2.556 1.827
N3 0.148 -1.220 -1.208
C29 -0.115 -2.161 -2.124
C30 -1.428 -1.996 -2.504
C31 -1.875 -0.898 -1.759
N4 -0.907 -0.433 -0.970
H23 1.032 -1.010 -0.771
H24 0.647 -2.854 -2.430
H25 -1.984 -2.588 -3.210
H26 -2.846 -0.430 -1.758
C32 3.844 -4.477 -4.079
C33 4.872 -3.645 -3.328
S1 4.328 -1.981 -3.019
O2 5.368 -1.285 -2.310
O3 2.998 -2.037 -2.447
C34 4.182 -1.255 -4.654
C35 4.255 0.276 -4.597
N5 3.440 0.870 -3.536
C36 2.093 0.741 -3.418
N6 1.658 1.157 -2.245
C37 2.755 1.584 -1.559
C38 3.861 1.413 -2.328
N7 5.196 1.797 -1.989
O4 6.031 1.887 -2.874
O5 5.401 2.044 -0.821
C39 1.235 0.130 -4.468
H27 4.203 -5.501 -4.180
H28 3.668 -4.091 -5.084
H29 2.898 -4.497 -3.543
H30 5.830 -3.563 -3.842
H31 5.067 -4.026 -2.323
H32 3.249 -1.621 -5.081
H33 5.015 -1.632 -5.250
H34 3.927 0.679 -5.555
H35 5.277 0.588 -4.434
H36 2.683 1.987 -0.563
H37 1.543 0.427 -5.472
H38 0.207 0.445 -4.304
H39 1.260 -0.960 -4.398
Br1 -7.910 1.184 1.077
C40 -6.040 1.143 0.912
C41 -5.368 -0.064 0.870
C42 -3.991 -0.040 0.771
N8 -3.275 1.086 0.701
C43 -3.946 2.242 0.716
C44 -5.321 2.322 0.827
H40 -5.899 -1.004 0.929
H41 -3.426 -0.962 0.746
H42 -3.356 3.147 0.635
H43 -5.817 3.282 0.845

Force components x, y, z for each atom (eV/Å):
Ti 0.8 -0.2 0.4
N -0.1 0.0 -0.1
C 0.0 0.1 0.1
C 0.0 -0.1 0.0
C 0.0 0.1 0.0
C 0.0 0.0 0.1
C 0.1 -0.1 0.0
C 0.0 0.0 0.0
C 0.0 0.1 0.0
C 0.0 0.2 0.4
N 0.0 -0.1 -0.4
C -0.2 -0.1 -0.2
H 0.0 0.0 0.0
H 0.0 0.0 0.0
H 0.0 0.0 0.0
H 0.0 0.0 0.0
H 0.0 0.0 0.0
H 0.0 0.0 0.0
H 0.0 0.0 0.0
H 0.0 0.0 0.1
O -0.4 0.1 -0.2
C -0.2 -0.1 0.1
C 0.1 0.0 0.1
C 0.0 0.0 0.0
C 0.0 0.0 0.0
C 0.0 0.0 0.0
C 0.0 0.0 0.0
C -0.1 0.0 0.0
P 0.0 0.1 -0.2
C 0.0 0.0 0.0
C 0.0 0.0 0.0
C 0.0 0.0 0.0
C 0.0 0.0 0.0
C 0.0 0.0 0.0
C 0.0 -0.1 0.0
C 0.0 0.0 0.0
C 0.0 0.0 0.0
C 0.0 0.0 0.0
C 0.0 0.0 0.0
C 0.0 0.0 0.0
C 0.0 0.0 0.0
H 0.0 0.0 0.0
H 0.0 0.0 0.0
H 0.0 0.0 0.0
H 0.0 0.0 0.0
H 0.0 0.0 0.0
H 0.0 0.0 0.0
H 0.0 0.0 0.0
H 0.0 0.0 0.0
H 0.0 0.0 0.0
H 0.0 0.0 0.0
H 0.0 0.0 0.0
H 0.0 0.0 0.0
H 0.0 0.0 0.0
H 0.0 0.0 0.0
N -0.1 -0.1 -0.1
C 0.1 0.1 0.1
C -0.1 0.0 -0.1
C 0.0 0.0 0.0
N -0.1 0.1 0.2
H 0.1 0.0 0.0
H 0.0 0.0 0.0
H 0.0 0.0 0.0
H 0.0 0.0 0.0
C 0.1 0.0 0.0
C 0.0 0.0 0.0
S 0.0 0.0 0.0
O 0.0 0.0 -0.1
O 0.0 0.0 0.0
C 0.0 0.0 0.1
C -0.1 0.0 0.1
N 0.2 0.0 -0.1
C 0.1 -0.1 0.2
N -0.1 0.1 -0.3
C 0.0 0.0 0.1
C -0.1 -0.2 -0.1
N 0.1 0.0 -0.1
O -0.1 -0.1 -0.1
O 0.0 0.0 0.2
C 0.0 0.0 0.0
H 0.0 0.0 0.0
H 0.0 0.0 0.0
H 0.0 0.0 0.0
H 0.0 0.0 0.0
H 0.0 0.0 0.0
H 0.0 0.0 0.0
H 0.0 0.0 0.0
H 0.0 0.0 0.0
H 0.1 0.1 0.1
H 0.0 0.0 -0.1
H 0.0 0.0 0.0
H 0.0 0.0 0.0
H 0.0 0.0 0.0
Br 0.0 0.0 0.0
C -0.1 0.0 0.0
C 0.0 -0.1 0.0
C 0.0 0.0 0.0
N 0.1 0.0 -0.1
C 0.0 0.1 0.0
C 0.0 0.1 0.0
H 0.0 0.0 0.0
H 0.0 0.0 0.0
H 0.0 0.0 0.0
H 0.0 0.0 0.0

Here are the Löwdin charges for atoms 1 to 6, given in e: atom 1 (Ti): 0.7171, atom 2 (N): 0.0548, atom 3 (C): -0.2228, atom 4 (C): -0.0009, atom 5 (C): -0.0535, atom 6 (C): -0.0165